# 1
ORCA calculation (ωB97M-V with the def2-TZVPD basis set) on a structure of composition C43H32BiCl4N4O6Sb2.

Geometry as XYZ:
```
92
Properties=species:S:1:pos:R:3:mulliken_charge:R:1
C 3.304 -3.150 4.159 -0.798
H -4.307 -2.401 1.410 0.280
C -2.693 2.531 -2.103 -0.503
C -3.721 4.871 1.237 -0.612
C -2.501 -3.262 -2.564 -0.602
O 1.744 3.617 -0.064 -0.439
H 0.487 1.787 1.878 0.191
C 1.500 -2.576 -1.932 -1.512
C -3.303 -2.177 -2.893 -0.713
H 3.046 -4.202 4.198 0.409
C -1.268 -0.350 1.989 -0.235
Cl 5.126 4.557 -6.176 -0.260
O -0.948 2.822 0.200 -0.387
C 4.255 1.745 -3.480 0.298
H 2.799 -4.007 -2.858 0.406
C 4.856 2.440 -4.510 -0.731
H 0.684 -2.737 -2.625 0.514
C -4.784 -3.660 4.514 -0.387
C 3.958 -0.468 4.037 -0.616
H 4.424 -1.904 0.484 0.449
C -2.950 3.378 -0.974 1.173
H -4.039 5.432 2.105 0.450
C 3.306 4.249 -4.183 -1.200
C -3.528 -1.179 -1.959 -0.709
C -0.989 -1.747 -5.367 0.521
H -3.725 -2.107 -3.887 0.397
C 1.549 4.145 -2.403 -0.699
C 2.683 -3.283 -2.061 -0.680
C -4.143 4.129 -1.003 -1.052
H -1.287 -4.182 -1.065 0.378
C -5.080 -3.124 3.268 -0.670
C 2.717 3.550 -3.141 1.092
C 3.215 -1.029 3.000 -0.011
H 4.376 -3.182 6.020 0.371
N -0.712 -0.464 -5.264 -0.856
H 2.929 5.224 -4.467 0.418
H -0.767 0.804 3.728 0.464
C -2.553 4.168 1.272 0.322
C 4.372 3.689 -4.860 0.206
C -4.517 4.866 0.080 0.198
H 5.692 2.005 -5.039 0.458
Cl -5.988 5.806 0.068 -0.256
C 3.168 2.271 -2.760 -0.333
Bi 0.486 1.583 -1.318 1.806
C 3.582 -2.090 -0.176 -0.748
O 0.426 3.393 -2.361 -0.822
H -3.097 -0.438 -0.001 0.389
C -2.070 3.404 0.151 -0.542
C -3.463 -3.888 4.868 -0.562
H -5.582 -3.901 5.206 0.359
C -0.107 0.042 -4.266 0.693
N 0.492 0.572 -3.408 -0.689
C 3.719 -3.046 -1.170 -0.860
H 1.480 1.399 3.267 0.612
C -0.251 0.137 3.028 -0.576
H 4.946 -0.772 5.917 0.385
H -1.214 0.269 1.092 -0.533
C 2.891 -2.382 3.078 0.092
C 4.046 -2.578 5.183 -0.413
O -1.811 1.679 -2.204 -0.679
H 0.403 -1.136 -0.844 1.000
O 2.628 1.609 -1.767 0.475
H -2.304 -4.025 -3.307 0.415
H -6.111 -2.944 2.986 0.377
H 2.309 -2.848 2.292 0.397
C -2.934 -1.249 -0.704 0.233
C 1.360 -1.639 -0.914 0.905
Sb 2.658 0.252 1.370 1.091
N -1.274 -2.859 -5.539 -0.629
H 1.340 5.160 -2.749 0.605
C -2.725 -3.030 2.725 0.148
H 4.230 0.584 4.005 0.354
C -2.122 -2.328 -0.360 0.018
H 0.130 -0.693 3.635 0.220
H -4.147 -0.327 -2.213 0.456
H -2.287 -0.266 2.371 0.653
H -1.415 -3.760 4.269 0.344
H -3.224 -4.310 5.837 0.376
Cl 4.848 0.173 -3.046 -0.197
Cl -1.583 4.172 2.709 -0.212
O 2.686 5.435 -0.736 -0.662
C 4.368 -1.230 5.123 -0.566
H -3.407 2.626 -2.939 0.217
Sb -1.073 -2.447 1.490 0.775
C 2.393 -1.369 -0.026 -0.140
C -2.444 -3.575 3.976 -0.646
C -4.058 -2.812 2.383 0.038
N 2.034 4.434 -0.923 1.053
H 4.648 -3.597 -1.257 0.376
C 0.898 0.954 2.452 -0.795
C -1.923 -3.336 -1.305 -0.730
H -4.764 4.099 -1.891 0.410
```

## Properties
**Energy relative to the best compared isomer or geometry (same formula, charge and spin)**: 0.7095 eV
**Kohn-Sham gap**: 7.69 eV
**Net charge**: -1
**Total energy**: -132359.5806 eV
**HOMO energy**: -5.9 eV
**LUMO energy**: 1.8 eV

=====

# 2
ORCA calculation (ωB97M-V with the def2-TZVPD basis set) on a structure of composition C8H11N3 in a non-equilibrium geometry.

Geometry as XYZ:
```
22
Properties=species:S:1:pos:R:3:mulliken_charge:R:1
H 3.242 2.148 -0.563 0.378
N -0.797 -2.168 -0.354 -1.063
N 3.378 -1.517 0.277 -0.535
H -1.186 2.035 -0.187 0.250
H -3.392 -2.527 0.092 0.311
C -1.275 1.407 0.702 -1.147
H 2.398 1.220 -1.878 0.297
C 0.427 -0.426 -0.024 -0.383
C -0.893 0.006 0.169 0.816
C -1.614 -1.187 -0.054 0.404
C 2.332 1.672 -0.855 -1.104
H -3.562 -1.070 0.933 0.337
H 1.931 1.249 1.181 0.364
C -3.036 -1.475 0.125 -1.210
H 1.212 -2.233 -0.681 0.236
C 2.105 0.703 0.226 0.139
N 0.439 -1.686 -0.346 0.380
H 1.573 2.439 -0.808 0.320
H -2.279 1.399 1.141 0.351
C 2.846 -0.500 0.311 0.265
H -3.398 -1.084 -0.806 0.314
H -0.451 1.595 1.397 0.280
```

## Properties
**Energy relative to the best compared isomer or geometry (same formula, charge and spin)**: 2.4363 eV
**Kohn-Sham gap**: 9.49 eV
**Net charge**: 0
**Total energy**: -12941.6381 eV
**HOMO energy**: -8.9 eV
**LUMO energy**: 0.6 eV

=====

# 3
ORCA calculation (ωB97M-V with the def2-TZVPD basis set) on a structure of composition C16H32As2F24N6O12S4 in a non-equilibrium geometry.

Geometry as XYZ:
```
96
Properties=species:S:1:pos:R:3:mulliken_charge:R:1
O 13.862 7.481 10.492 -0.498
H 11.448 8.691 11.982 -0.248
H 10.090 8.583 9.925 0.132
F 9.873 10.920 9.241 -0.359
H 17.315 12.007 17.571 0.333
C 17.053 7.136 10.962 0.443
H 9.087 15.052 13.349 0.385
H 14.050 9.582 14.369 -0.153
H 12.679 7.847 13.462 0.056
H 10.175 16.182 12.311 0.328
O 10.745 9.154 16.270 -0.598
F 13.099 13.615 12.538 -0.524
F 11.859 12.178 10.969 -0.312
N 8.772 13.235 11.228 0.536
H 6.862 13.663 10.332 0.408
H 9.189 12.850 10.386 -0.015
S 18.287 10.995 11.754 1.230
H 9.162 12.704 12.023 -0.024
H 12.132 9.326 10.509 -0.721
C 7.263 13.064 11.158 -0.886
H 16.152 9.703 7.728 0.490
S 17.064 8.676 12.010 0.857
F 9.300 11.281 6.882 -0.474
S 10.159 10.411 16.096 1.240
H 13.900 10.935 7.109 0.280
C 9.727 15.222 12.513 -1.053
F 15.039 12.343 12.195 -0.546
H 14.013 11.218 8.748 -0.305
C 10.821 7.776 10.133 -0.781
O 9.001 10.298 12.171 -0.724
H 16.185 10.708 14.136 -0.102
N 14.521 10.973 7.920 0.547
F 13.945 10.915 10.537 -0.610
C 19.985 10.951 12.270 0.341
C 16.361 12.599 8.595 -0.825
H 16.777 10.430 16.869 0.318
H 12.103 6.348 12.644 0.426
As 13.438 12.293 11.560 2.246
N 11.828 8.503 11.049 2.218
H 10.537 14.526 12.833 0.221
H 15.053 11.752 14.009 -0.065
O 8.562 15.312 10.326 -0.478
C 14.485 10.048 15.210 -0.874
F 20.435 12.127 12.655 -0.189
C 15.322 12.246 7.625 0.692
C 17.098 11.470 16.638 -1.028
F 8.016 9.024 17.028 -0.165
C 9.028 14.736 11.263 0.850
F 7.554 8.114 12.741 -0.207
H 7.117 11.963 11.087 0.255
O 17.646 11.096 13.072 -0.833
F 6.775 9.520 14.038 -0.206
H 14.545 8.924 7.649 0.262
S 9.368 9.728 13.461 1.217
O 17.691 8.385 13.268 -0.614
F 11.357 12.290 8.254 -0.504
F 20.227 10.052 13.230 -0.206
H 17.948 11.484 15.969 0.253
H 15.175 9.457 9.242 0.145
F 13.869 13.428 10.207 -0.548
H 17.006 13.415 8.251 0.453
H 13.690 10.473 15.759 0.684
F 16.438 6.108 11.506 -0.207
C 7.771 8.751 13.850 0.480
O 15.114 12.837 16.291 -0.467
H 15.094 9.354 15.836 0.414
H 15.805 12.779 9.556 0.126
C 8.608 10.168 17.116 0.397
N 9.593 10.750 14.607 -0.500
F 7.964 7.940 14.863 -0.177
F 20.715 10.534 11.166 -0.243
F 11.739 10.601 6.445 -0.476
N 15.470 11.153 14.743 1.057
O 15.673 9.039 12.032 -0.188
O 10.423 8.733 13.416 -1.049
H 6.863 13.608 12.007 0.420
F 10.045 9.146 7.552 -0.465
H 17.090 11.814 8.782 0.266
F 18.342 6.653 10.777 -0.253
O 15.108 12.738 6.600 -0.483
H 11.474 7.571 9.276 0.365
C 15.854 11.973 15.937 0.778
H 10.406 6.882 10.568 0.328
F 12.127 9.918 8.703 -0.580
C 15.151 9.694 8.183 -0.829
C 13.046 7.654 11.321 0.918
C 12.912 7.088 12.674 -1.344
F 16.587 7.396 9.769 -0.167
F 13.023 11.170 12.848 -0.282
O 10.850 11.567 16.531 -0.657
F 7.640 11.098 16.950 -0.244
N 18.047 9.584 11.092 -0.617
As 10.676 10.703 7.767 1.882
O 18.238 12.052 10.829 -0.657
F 9.142 10.328 18.434 -0.247
H 13.815 6.605 12.818 0.527
```

## Properties
**Kohn-Sham gap**: 9.68 eV
**Net charge**: 0
**Total energy**: -280863.2394 eV
**HOMO energy**: -10.2 eV
**LUMO energy**: -0.5 eV

=====

# 4
ORCA calculation (ωB97M-V with the def2-TZVPD basis set) on a structure of composition C39H42KN9OSSe.

Geometry as XYZ:
```
94
Properties=species:S:1:pos:R:3:mulliken_charge:R:1
H 2.438 1.579 -1.969 0.251
C -1.542 3.929 -1.921 -0.736
N -1.651 3.766 2.643 0.310
C -4.685 3.919 4.750 -0.974
C -3.703 6.087 4.571 -0.622
H -3.696 2.351 3.683 0.525
H -0.927 -5.850 -3.122 0.332
C -0.764 3.061 0.184 -0.435
C -4.706 5.266 5.066 -0.680
H -1.733 -3.808 -0.312 0.367
C -3.390 -1.156 0.220 0.269
C -2.678 -3.373 -0.636 -0.985
H -5.458 3.259 5.118 0.414
N 3.451 1.142 0.397 -0.482
K 0.656 0.230 0.147 0.653
C -2.672 4.222 3.465 0.128
H -3.518 0.325 1.555 0.107
C -0.316 0.663 -3.324 0.020
C 2.387 -6.319 -1.416 -0.259
C 6.843 1.878 0.806 0.202
H -3.398 -4.178 -0.817 0.249
H -5.491 5.677 5.682 0.373
C -0.970 0.233 3.613 -0.328
N -3.817 -0.630 1.405 -0.209
H -0.321 -0.425 -3.421 -0.420
H -2.279 3.930 -2.712 0.411
H 2.255 4.473 0.938 0.513
H -1.320 1.008 -3.094 0.148
H 1.006 4.196 2.150 0.079
H -0.251 5.354 -2.879 0.403
C 1.829 1.056 -2.700 -0.469
N 1.601 -7.390 -1.528 -0.679
H -1.038 1.535 6.225 0.353
C -0.501 -0.558 2.558 -0.258
C 0.440 -7.161 -2.140 -0.236
C 5.428 3.593 1.777 0.273
C 4.429 1.673 0.718 0.271
H 2.505 1.491 -4.733 0.362
C 1.404 3.845 1.196 -1.291
H 0.378 0.645 -5.380 0.339
H -1.709 7.498 3.669 0.396
C -0.350 -2.365 4.247 -0.781
H -4.137 -3.643 1.808 0.356
C 0.862 -4.815 -2.527 -0.001
H -2.497 -2.834 -1.558 0.243
H 2.781 -4.248 -1.738 0.349
C -3.685 3.398 3.947 -0.013
C 0.038 -5.942 -2.637 -0.301
H -2.900 -1.305 3.179 -0.433
H -0.257 2.209 -4.863 0.241
C 1.705 1.763 -4.046 -0.674
H -0.999 -1.892 6.246 0.261
H 1.739 2.845 -3.892 0.274
H -0.086 -3.390 4.485 0.379
H 1.780 2.838 1.364 0.058
H -0.219 -8.017 -2.241 0.317
H -1.530 2.116 4.290 0.130
H -1.766 0.124 6.972 0.383
C 0.526 4.697 -0.995 -1.056
H -2.684 1.074 5.810 0.263
C 2.078 -5.060 -1.879 -0.327
C -0.175 -1.863 2.965 -0.648
H -0.610 6.119 3.553 0.308
H 1.414 5.314 -1.060 0.378
H -4.639 -1.687 3.020 0.391
C -0.859 -1.532 5.231 -0.870
N 5.311 4.609 2.315 -0.587
H -2.405 -3.348 2.107 0.349
H -1.601 6.567 2.182 0.313
H -1.362 4.407 1.917 0.274
H -2.559 2.429 -0.767 0.487
C -1.593 6.491 3.271 -1.510
N 7.900 1.485 0.547 -0.604
C 5.570 2.364 1.124 -0.016
C -3.337 -2.897 1.740 -0.773
C -3.689 -1.596 2.483 0.230
N -0.876 2.106 1.202 0.964
S -3.255 -0.278 -1.203 -0.424
N -1.330 1.621 3.437 0.252
C -2.680 5.593 3.782 0.787
C 0.318 1.341 -4.543 -0.460
Se 0.352 -3.119 -3.169 -0.490
C -1.164 -0.211 4.938 1.461
C -0.411 4.725 -2.015 -0.768
N -3.172 -2.467 0.370 0.221
C -1.718 3.102 -0.829 -0.936
C -1.690 0.677 6.035 -1.565
H 3.336 -6.479 -0.915 0.335
C 0.372 3.877 0.113 2.017
H -3.702 7.143 4.810 0.339
H 0.232 -2.555 2.229 0.454
O 0.496 1.016 -2.210 0.197
C -1.269 2.443 2.364 -0.768
H 2.204 0.033 -2.820 0.313
```

## Properties
**Energy relative to the best compared isomer or geometry (same formula, charge and spin)**: 0.0000 eV
**Kohn-Sham gap**: 5.60 eV
**Net charge**: -2
**Total energy**: -149092.1900 eV
**HOMO energy**: -2.0 eV
**LUMO energy**: 3.6 eV